Entry 1:
This record from the Open Molecules 2025 dataset describes C9H21NO10SV as an isolated structure in a non-equilibrium geometry. The level of theory is ωB97M-V with the def2-TZVPD basis set.

Each line ends with the Mulliken charge.
Geometry (Å):
O: 2.276 -1.770 -0.344  -0.827
V: 1.449 -0.391 -0.402  1.512
O: 0.022 -0.730 0.303  -0.709
C: 0.624 -1.712 -4.252  -1.314
C: 0.337 -0.317 -3.673  0.533
C: -1.155 -0.152 -3.365  -1.175
O: 1.108 0.037 -2.562  -0.718
H: 0.137 -2.032 -5.173  0.390
H: 0.366 -2.496 -3.540  0.283
H: 1.694 -1.812 -4.434  0.320
H: 0.616 0.273 -4.547  0.107
H: -1.718 -0.327 -4.281  0.429
H: -1.515 0.876 -3.327  0.290
H: -1.428 -0.771 -2.510  0.232
C: 2.999 2.997 1.551  -1.260
C: 2.429 1.754 0.874  1.362
O: 2.823 0.635 1.005  -0.707
O: 1.477 1.894 0.055  -0.725
H: 2.901 2.992 2.636  0.322
H: 2.626 3.958 1.195  0.287
H: 4.089 3.031 1.531  0.373
O: -2.434 2.655 -0.501  -0.539
S: -2.862 2.822 0.901  1.060
O: -3.419 4.120 1.291  -0.652
O: -3.827 1.541 1.277  -0.255
C: -4.585 1.434 2.512  -0.289
C: -5.747 0.319 2.326  -1.161
C: -1.387 2.529 1.909  -0.787
H: -4.910 2.402 2.894  0.409
H: -4.028 0.973 3.328  0.278
H: -6.500 0.825 1.721  0.298
H: -6.268 0.118 3.263  0.370
H: -5.432 -0.582 1.800  0.317
H: -0.765 3.412 2.056  0.385
H: -0.986 1.651 1.402  0.125
H: -1.769 2.477 2.929  0.418
C: 4.995 -4.189 0.348  -0.658
N: 4.318 -5.348 0.974  0.884
O: 3.539 -5.017 1.826  -0.494
O: 4.297 -6.396 0.371  -0.542
H: 5.448 -4.361 -0.629  0.302
H: 5.874 -3.966 0.952  0.280
H: 4.292 -3.358 0.309  0.245

Summary:
ΔE to the lowest compared entry with this formula, charge and spin	54.9	kcal/mol
net charge	-1
molecular weight	386.3	g mol⁻¹
multiplicity	1
energy	-68159.8252	eV



Entry 2:
This record from the Open Molecules 2025 dataset describes one molecule with the formula C2H4N2O in a non-equilibrium geometry. The level of theory is ωB97M-V with the def2-TZVPD basis set.

Each line ends with the Mulliken charge.
Geometry (Å):
C: 0.987 0.366 0.240  0.259
C: -1.248 -0.155 -0.349  -0.578
N: 1.589 -0.905 0.541  -0.189
N: 2.304 -0.073 -0.002  -0.293
O: 0.092 0.341 -0.746  -0.397
H: 0.756 1.017 1.140  0.432
H: -1.537 -0.866 -1.105  0.224
H: -1.932 0.856 -0.341  0.182
H: -1.010 -0.581 0.622  0.361

Summary:
ΔE to the lowest compared entry with this formula, charge and spin	76.9	kcal/mol
SMILES string	COC1N=N1
molecular weight	72.1	g mol⁻¹
multiplicity	1
energy	-7163.1462	eV



| no. | Kohn-Sham gap (eV) |
| --- | --- |
| 1 | 7.786 |
| 2 | 10.485 |